1.
Computed, not measured: a molecular structure, C20H24BrFFeIS4, with ωB97M-V with the def2-TZVPD basis set.

## Properties
Kohn-Sham gap (alpha / beta), eV: 8.17 / 8.23
Largest force on an atom, hartree/bohr: 0.00852
<S²>: 6.016

The geometry in ORCA input format:
```
! wB97M-V def2-TZVPD RIJCOSX def2/J DEFGRID3
* xyz 1 5
Fe 0.0892 -0.0634 0.5812
C 3.2802 -2.4086 0.2750
C 2.1336 -3.2007 0.9131
S 0.4798 -2.6396 0.3840
C -0.5808 -3.1339 1.7660
C -0.2296 -2.5156 3.1313
S 0.6593 -0.9400 2.9725
C -0.2808 0.3408 3.8450
C 0.4403 1.6721 3.5775
S 0.9956 1.9312 1.8546
C 2.7238 1.3093 1.9253
C 3.1080 0.4118 0.7408
S 3.9986 -1.0807 1.2819
H 3.0265 -2.0400 -0.7207
H 4.1108 -3.0998 0.1290
H 2.2198 -3.1466 1.9985
H 2.2067 -4.2484 0.6208
H -0.6144 -4.2194 1.8584
H -1.5722 -2.8123 1.4472
H 0.4214 -3.1825 3.6937
H -1.1298 -2.3763 3.7301
H -0.3018 0.1534 4.9176
H -1.3066 0.3850 3.4812
H 1.3182 1.7669 4.2156
H -0.2224 2.5022 3.8167
H 2.8303 0.7692 2.8643
H 3.3729 2.1817 1.9668
H 3.7161 0.9733 0.0328
H 2.2468 0.0755 0.1559
Br -1.8794 3.2710 0.1228
C -2.7149 2.2130 -1.1918
C -2.9198 2.7476 -2.4587
C -3.5596 2.0011 -3.4319
C -4.0006 0.7140 -3.1514
C -3.7828 0.1682 -1.8988
C -3.1349 0.9216 -0.9269
I -2.7443 -0.0078 0.9069
H -2.5767 3.7508 -2.6701
H -3.7128 2.4286 -4.4131
H -4.5081 0.1313 -3.9074
H -4.1023 -0.8416 -1.6808
F 0.2146 1.6042 -5.3096
C 0.2289 1.1807 -4.0342
C -0.3220 -0.0521 -3.7350
C -0.3136 -0.4732 -2.4149
C 0.2141 0.3038 -1.3807
C 0.7702 1.5384 -1.7528
C 0.7910 1.9907 -3.0647
H -0.7411 -0.6551 -4.5293
H -0.7524 -1.4443 -2.1986
H 1.1887 2.1988 -0.9965
H 1.2185 2.9455 -3.3390
*
```

---

2.
Computed, not measured: a single C25H29N3O5S molecule, with ωB97M-V with the def2-TZVPD basis set.

## Properties
Kohn-Sham gap, eV: 8.85
ΔE to the lowest compared entry with this formula, charge and spin, kcal per mole: 55.2
SMILES string: COc1ccccc1NS(=O)(=O)c1ccc(C(=O)NC[C@H](c2ccccc2OC)N(C)C)cc1
Largest force on an atom, hartree/bohr: 0.01874

The geometry in ORCA input format:
```
! wB97M-V def2-TZVPD RIJCOSX def2/J DEFGRID3
* xyz 0 1
C -2.5585 -1.0433 0.6697
H -1.5567 -0.8106 0.2947
O -2.6002 -1.0212 2.0755
C -1.7897 -1.8897 2.7621
C -0.9276 -2.8088 2.1874
C -0.1338 -3.6093 2.9958
C -0.1941 -3.5022 4.3721
C -1.0588 -2.5905 4.9563
C -1.8607 -1.7907 4.1620
N -2.6985 -0.8295 4.7559
S -1.8789 0.5437 5.2909
O -2.8799 1.4988 5.6569
O -0.9101 0.1365 6.2584
C -1.0564 1.0637 3.7861
C -1.7043 1.9412 2.9398
C -1.1457 2.2334 1.7077
C 0.0519 1.6316 1.3282
C 0.6979 0.7624 2.2033
C 0.1409 0.4703 3.4355
H 0.6210 -0.1974 4.1327
H 1.6349 0.3225 1.8980
C 0.7280 1.9413 0.0274
O 1.9376 2.0072 -0.0576
N -0.1109 2.1646 -1.0097
H -1.0926 1.9692 -0.8927
C 0.3505 2.4367 -2.3517
H -0.1811 3.3150 -2.7264
H 1.4192 2.6431 -2.2927
C 0.1282 1.2278 -3.2867
N 0.8354 1.3943 -4.5496
C 0.4724 2.6076 -5.2489
H 0.9693 2.6103 -6.2173
H -0.6142 2.6954 -5.4175
H 0.8176 3.4761 -4.6934
C 0.6548 0.2384 -5.4033
H 1.2600 0.3647 -6.2991
H -0.3961 0.0941 -5.7056
H 0.9903 -0.6556 -4.8820
C 0.5981 -0.0151 -2.5643
C -0.3034 -1.0062 -2.2217
C 0.0899 -2.1243 -1.5030
C 1.4029 -2.2315 -1.0893
C 2.3246 -1.2555 -1.4266
C 1.9476 -0.1524 -2.1881
O 2.7970 0.8030 -2.6160
C 4.1144 0.8195 -2.1212
H 4.1188 0.9298 -1.0334
H 4.6705 -0.0776 -2.4129
H 4.5823 1.6924 -2.5732
H 3.3446 -1.3636 -1.0952
H 1.7222 -3.0831 -0.5066
H -0.6256 -2.9010 -1.2775
H -1.3365 -0.9060 -2.5273
H -0.9660 1.1280 -3.4654
H -1.6305 2.9457 1.0562
H -2.6302 2.3882 3.2663
H -3.4528 -0.5441 4.1456
H -1.1131 -2.4675 6.0251
H 0.4308 -4.1240 4.9937
H 0.5388 -4.3167 2.5350
H -0.8466 -2.8932 1.1163
H -2.8807 -2.0118 0.2753
H -3.2584 -0.2742 0.3459
*
```

---

3.
Computed, not measured: 12 unconnected molecules or ions with the total composition C31H79N7O12S5 at a distorted geometry, with ωB97M-V with the def2-TZVPD basis set.

## Properties
Kohn-Sham gap, eV: 8.72
ΔE to the lowest compared entry with this formula, charge and spin, kcal per mole: 104.0
Largest force on an atom, hartree/bohr: 0.08118

The geometry in ORCA input format:
```
! wB97M-V def2-TZVPD RIJCOSX def2/J DEFGRID3
* xyz 0 1
C 4.7834 2.4658 -1.2582
S 3.7782 3.8564 -1.6735
O 2.6430 3.2921 -2.4771
C 3.4134 4.3688 -0.0361
H 4.1744 1.7357 -0.7267
H 5.5337 2.8079 -0.5788
H 5.2678 2.1382 -2.1676
H 3.1696 5.4170 -0.0602
H 4.3693 4.2534 0.4640
H 2.5656 3.7948 0.4435
C -2.9588 3.1823 0.8072
S -2.6514 1.7082 1.7279
O -1.7297 2.0807 2.8266
C -4.3781 1.4250 2.3080
H -2.1413 3.3141 0.1289
H -3.1270 4.0596 1.4122
H -3.8360 3.0196 0.1776
H -4.9544 1.1016 1.4288
H -4.8392 2.2727 2.7613
H -4.2506 0.7219 3.0991
C 2.2679 -4.5430 0.4028
S 1.7988 -4.4266 2.1090
O 2.2048 -3.0696 2.6138
C 0.0523 -4.3433 1.8663
H 3.3737 -4.5265 0.4004
H 1.9064 -3.7834 -0.2320
H 2.0112 -5.4242 -0.1634
H -0.3800 -3.8076 2.6869
H -0.3719 -5.3261 1.6715
H -0.2374 -3.7596 0.9868
C -0.4133 3.2570 -4.3055
S -1.4572 3.9648 -2.9684
O -1.6000 2.9782 -1.8490
C -0.1788 5.1273 -2.4924
H -0.0260 3.9868 -4.9472
H -1.1268 2.5826 -4.7929
H 0.3851 2.6772 -3.8825
H -0.4542 5.6226 -1.5362
H -0.1851 5.8767 -3.2550
H 0.7792 4.5366 -2.4296
C -0.3729 -0.8715 0.2981
S 0.8516 0.4149 0.6025
O 2.2204 -0.2476 0.5918
C 0.6438 1.2501 -0.9848
H -0.5176 -1.3728 1.2495
H 0.0172 -1.6377 -0.3898
H -1.3201 -0.5347 -0.1289
H -0.3677 1.5796 -1.2349
H 1.0633 0.5750 -1.7332
H 1.1462 2.2503 -1.0160
C -0.6909 -0.6069 3.9624
O -1.8321 -1.0652 4.0443
N 0.3940 -0.9589 4.6609
C 0.3758 -2.0137 5.6955
C 1.6649 -0.5215 4.2522
H -0.5566 0.2733 3.3053
H 0.4737 -3.0303 5.3104
H -0.6502 -2.0327 6.1260
H 1.1726 -1.7458 6.4194
H 2.1892 -1.4257 4.0270
H 1.7457 0.0308 3.3090
H 2.2006 -0.0445 5.0642
C -2.7915 -3.0948 0.0471
O -2.7800 -2.8292 -1.1124
N -3.9231 -3.1497 0.8453
C -3.8736 -3.4999 2.2469
C -5.2401 -2.8268 0.3185
H -1.8353 -3.3048 0.6228
H -3.0897 -2.9879 2.7694
H -3.7677 -4.5830 2.4057
H -4.8492 -3.2569 2.7413
H -5.9426 -3.6150 0.3976
H -5.5567 -1.9672 0.8737
H -5.0222 -2.5220 -0.7390
C -3.9958 0.3269 -1.8288
O -4.4607 1.1277 -0.9912
N -4.0192 0.4798 -3.1796
C -3.4408 -0.5009 -4.1019
C -4.3677 1.7102 -3.7181
H -3.4808 -0.6188 -1.5357
H -2.6223 -0.1994 -4.7354
H -4.2318 -0.8543 -4.8047
H -3.1390 -1.4272 -3.5912
H -5.4525 1.5877 -4.0982
H -4.2313 2.3362 -2.9074
H -3.7052 2.0084 -4.6360
C 0.8970 -2.1468 -2.9072
O 0.8666 -2.9578 -1.9859
N 1.9728 -1.4138 -3.2268
C 1.8796 -0.3418 -4.2517
C 3.1412 -1.6045 -2.4851
H 0.0535 -1.9279 -3.6229
H 2.7924 -0.1791 -4.8598
H 1.7976 0.6128 -3.7690
H 1.0678 -0.5191 -4.8547
H 4.0360 -1.2156 -2.9596
H 3.1445 -1.1242 -1.5621
H 3.3687 -2.7019 -2.3642
C -1.5713 -2.5067 -6.3771
O -0.4591 -2.0272 -6.1123
N -2.1716 -3.4361 -5.6839
C -3.4382 -4.0188 -6.1585
C -1.6229 -4.0175 -4.4604
H -2.1848 -2.1404 -7.2323
H -3.3831 -4.9885 -6.5519
H -3.9792 -3.4266 -6.9207
H -4.0784 -4.0395 -5.2946
H -0.6434 -3.6769 -4.3692
H -2.0977 -3.4784 -3.6127
H -1.7401 -5.1058 -4.4087
C 4.9475 1.5358 1.9837
O 5.3989 2.6958 1.9816
N 5.2027 0.6682 2.9098
C 4.9244 -0.7162 2.6023
C 5.6668 1.1752 4.1340
H 4.4238 1.0863 1.1622
H 5.7966 -1.2355 2.0847
H 4.1492 -0.6590 1.8719
H 4.6319 -1.3121 3.4579
H 6.5413 0.6033 4.4495
H 6.1008 2.1686 3.8987
H 4.9161 1.2815 4.8623
C 1.2290 2.7966 3.3433
O 2.4046 2.6018 3.0008
N 1.0379 3.1529 4.6554
C 2.1497 3.3083 5.5426
C -0.2527 3.7210 5.0611
H 0.2896 2.6768 2.7963
H 3.0366 2.9766 5.0267
H 2.0827 2.6825 6.4395
H 2.2979 4.3273 5.8772
H -0.1490 4.7941 5.2959
H -1.1047 3.5145 4.3674
H -0.5815 3.3181 6.0164
*
```

---

4.
Computed, not measured: 3 unconnected molecules or ions with the total composition C4H11NO3 at a distorted geometry, with ωB97M-V with the def2-TZVPD basis set.

## Properties
Kohn-Sham gap (alpha / beta), eV: 9.47 / 6.20
ΔE to the lowest compared entry with this formula, charge and spin, kcal per mole: 131.0
Largest force on an atom, hartree/bohr: 0.03122

The geometry in ORCA input format:
```
! wB97M-V def2-TZVPD RIJCOSX def2/J DEFGRID3
* xyz 0 1
C -0.4404 0.7604 -0.1973
C -1.6553 -0.4586 0.9893
C 2.7226 -0.9186 -0.2780
C -0.9172 2.1862 -0.1234
N -1.5418 -1.7258 0.5250
O 0.4385 0.3109 0.5997
O 2.0201 0.1234 -0.8490
O -0.4972 0.1791 -1.4166
H 0.5178 -0.0761 -1.5587
H -1.7633 -1.8609 -0.4530
H -0.7249 -2.2383 0.8219
H -2.5475 0.0690 0.6630
H -1.3958 -0.3016 2.0266
H 3.3123 -1.4266 -1.0610
H 3.4314 -0.5811 0.4942
H 2.0668 -1.6878 0.1671
H -1.7878 2.3477 -0.7636
H -1.1321 2.4766 0.9049
H -0.1061 2.8220 -0.4911
*
```

---

5.
Computed, not measured: a gas-phase ion, C3H7N2O (charge +1) at a distorted geometry, with ωB97M-V with the def2-TZVPD basis set.

## Properties
Kohn-Sham gap, eV: 9.90
ΔE to the lowest compared entry with this formula, charge and spin, kcal per mole: 122.8
Largest force on an atom, hartree/bohr: 0.08658

The geometry in ORCA input format:
```
! wB97M-V def2-TZVPD RIJCOSX def2/J DEFGRID3
* xyz 1 1
C 0.8905 0.6617 -0.0528
C -0.0292 1.8701 0.0351
C 0.0315 -1.8018 0.0118
N -0.1253 -0.3763 -0.0199
N -1.2392 0.2446 -0.0238
O -2.3629 -0.0958 0.0055
H 1.4585 0.6236 -0.9860
H 1.5835 0.5788 0.7893
H -0.2321 2.3072 1.0005
H -0.1861 2.5002 -0.8283
H -0.9463 -2.2744 -0.0910
H 0.6817 -2.1273 -0.8001
H 0.4753 -2.1107 0.9598
*
```

---

6.
Computed, not measured: a molecular structure, C44H33AsN4O7Pb at a distorted geometry, with ωB97M-V with the def2-TZVPD basis set.

## Properties
Kohn-Sham gap, eV: 5.27
ΔE to the lowest compared entry with this formula, charge and spin, kcal per mole: 31.5
Largest force on an atom, hartree/bohr: 0.03303

The geometry in ORCA input format:
```
! wB97M-V def2-TZVPD RIJCOSX def2/J DEFGRID3
* xyz 0 1
Pb -0.0400 -0.4030 -1.4293
O -4.3444 -1.5476 -1.7843
C -3.1606 -1.5958 -1.5228
N -2.1014 -1.4066 -2.3959
C -2.1801 -1.0435 -3.6491
C -3.3530 -0.6234 -4.3477
C -3.2634 -0.1814 -5.6239
C -2.0143 -0.1589 -6.3378
C -0.8732 -0.5660 -5.7528
C -0.8843 -1.0369 -4.3952
N 0.1696 -1.4364 -3.7702
C 1.3718 -1.8895 -4.2317
O 1.5149 -2.6960 -5.1262
C 2.5564 -1.3819 -3.4372
C 3.8391 -1.7655 -3.7990
C 4.9116 -1.2334 -3.1002
C 4.6712 -0.2977 -2.1040
C 3.3562 0.0188 -1.7956
N 2.3305 -0.5395 -2.4283
C -2.7107 -1.9981 -0.1356
C -3.6661 -2.1775 0.8559
C -3.2725 -2.6999 2.0765
C -1.9420 -3.0421 2.2602
C -1.0452 -2.7542 1.2427
N -1.4122 -2.2290 0.0799
H -4.2957 -0.6460 -3.8258
H -4.1544 0.1686 -6.1276
H -2.0012 0.1885 -7.3614
H 0.0705 -0.5474 -6.2786
H 3.9622 -2.4805 -4.5998
H 5.9222 -1.5349 -3.3413
H 5.4831 0.1724 -1.5668
H 3.0938 0.7495 -1.0339
H -4.6922 -1.9106 0.6462
H -3.9935 -2.8497 2.8691
H -1.5991 -3.5042 3.1754
H 0.0135 -2.9676 1.3570
O 0.8355 3.8687 -1.4311
C 0.2382 2.9161 -0.9549
O 0.7157 1.7922 -0.5629
C -1.3079 3.1059 -0.7326
C -1.9102 2.0923 0.2491
C -3.2682 2.6068 0.7507
C -4.1302 2.4431 -0.5279
C -3.1238 1.7719 -1.4845
O -2.3083 0.9989 -0.5903
C -2.1531 2.8493 -2.0022
C -1.4107 2.2767 -3.2611
O -1.5591 2.8946 -4.3080
O -0.8059 1.1563 -3.1099
H -1.4108 4.1317 -0.3808
H -1.2178 1.7391 1.0082
H -3.6388 1.9707 1.5571
H -3.2121 3.6345 1.1047
H -4.9962 1.8034 -0.3573
H -4.4684 3.3972 -0.9266
H -3.5592 1.1357 -2.2501
H -2.6612 3.7392 -2.3631
C 3.0539 4.0230 3.0975
C 3.8689 2.9465 2.7860
C 3.3087 1.7406 2.3881
C 1.9298 1.5940 2.3196
C 1.1180 2.6737 2.6507
C 1.6749 3.8833 3.0289
As 1.0940 -0.0455 1.6503
C 0.1888 -0.5092 3.3258
C -1.0308 -0.0290 3.7752
C -1.5605 -0.4867 4.9736
C -0.8687 -1.4287 5.7235
C 0.3508 -1.9155 5.2787
C 0.8842 -1.4692 4.0736
C 2.1319 -1.9428 3.4568
C 2.9811 -2.9209 3.9648
C 4.1017 -3.3083 3.2462
C 4.3829 -2.7350 2.0136
C 3.5458 -1.7515 1.5050
C 2.4332 -1.3437 2.2256
H 3.4900 4.9712 3.3832
H 4.9451 3.0491 2.8451
H 3.9542 0.9068 2.1365
H 0.0399 2.5736 2.6098
H 1.0341 4.7231 3.2645
H -1.5853 0.6896 3.1810
H -2.5149 -0.1139 5.3230
H -1.2859 -1.7928 6.6535
H 0.8892 -2.6437 5.8728
H 2.7715 -3.3852 4.9203
H 4.7594 -4.0690 3.6461
H 5.2497 -3.0588 1.4520
H 3.7496 -1.3025 0.5413
*
```